[1]
C21H26N4O4S | ωB97M-V/def2-TZVPD

Structure (XYZ):
```
56
Properties=species:S:1:pos:R:3:forces:R:3
C 5.918 -2.180 -3.390 -2.60 3.55 3.67
N 4.527 -1.623 -2.964 3.93 -0.31 -0.89
C 4.537 -1.294 -1.461 2.53 -2.38 -4.24
H 5.480 -0.698 -1.417 -1.12 -0.25 0.83
C 3.274 -0.641 -1.411 9.38 9.62 10.13
C 2.270 -1.350 -1.682 -4.58 -6.03 -7.86
N 1.532 -1.539 -0.797 -9.84 -3.57 9.54
N 0.233 -2.517 -0.862 5.04 2.44 -6.12
C -0.574 -2.855 0.133 1.43 1.79 2.24
O -1.602 -3.397 -0.135 -1.74 -1.24 0.56
C -0.107 -2.337 1.715 3.81 -4.00 -6.81
N 0.293 -1.078 1.699 -2.11 8.40 -2.31
C -0.705 0.070 1.083 17.57 3.15 6.52
C -0.115 1.465 1.314 -4.27 -4.48 -3.14
C -1.031 2.367 0.857 14.81 7.73 4.37
C -2.184 2.318 0.532 -14.94 -7.71 -3.41
C -2.800 1.023 0.430 11.82 0.50 3.08
C -1.869 -0.050 0.871 -16.98 -4.20 -3.26
H -2.442 -1.129 1.034 1.70 2.67 -0.71
H -3.703 0.802 0.349 -7.80 -1.51 -1.09
O -3.073 3.213 0.156 6.67 3.72 -3.42
C -4.205 3.421 0.555 -9.39 0.60 0.87
C -5.161 4.110 -0.280 3.88 1.58 -4.33
C -6.407 4.339 -0.074 -6.41 -3.34 3.52
C -7.206 3.426 1.165 -2.37 8.54 -9.41
C -6.369 2.984 1.927 8.39 -1.16 -2.13
C -4.984 2.841 1.450 2.64 -3.56 8.64
H -4.337 2.232 2.482 -1.62 1.48 -3.36
H -6.595 2.580 2.738 -1.51 -3.62 7.20
H -8.158 3.856 1.199 -1.66 -0.52 0.74
H -7.202 4.733 -0.696 0.83 0.41 -0.55
H -4.811 4.404 -1.314 0.15 0.18 1.19
H -0.608 3.517 0.894 -0.90 -2.58 -0.15
H 0.895 1.631 1.295 2.11 0.62 0.56
S 1.712 -0.664 2.364 -4.50 -8.06 8.83
O 2.528 0.328 1.988 5.61 5.51 -5.44
O 2.163 -2.077 2.696 0.98 4.06 -0.55
C 1.282 0.262 4.052 0.52 -7.47 0.10
H 0.542 0.894 3.850 -1.93 3.93 -0.87
H 2.185 0.336 4.679 -0.59 0.70 -0.67
H 0.600 -0.543 4.495 1.19 0.64 0.14
H 0.904 -2.776 1.916 -1.90 -1.54 0.40
H -0.960 -2.510 2.127 -4.90 -1.46 3.64
H 0.058 -2.713 -1.947 -0.39 0.10 3.68
C 2.276 -1.963 -2.988 -10.87 5.71 -3.22
H 1.238 -2.426 -3.295 2.47 0.10 0.67
H 2.101 -0.868 -3.756 0.44 -2.61 1.94
C 3.427 -2.445 -3.395 8.55 -5.63 4.93
H 3.531 -2.944 -4.248 0.39 -1.00 -4.09
H 3.715 -3.527 -2.636 -1.29 1.82 -1.53
H 3.335 -0.335 -0.126 -1.00 -0.66 -3.45
H 3.343 0.323 -1.783 -0.04 1.73 -1.47
H 4.539 -2.226 -0.837 0.33 0.55 -0.38
H 6.133 -3.086 -2.942 0.60 -1.88 1.39
H 6.669 -1.396 -3.248 -0.12 -0.23 0.77
H 5.967 -2.294 -4.360 -0.37 -0.84 -5.28
```
Forces are in eV/Å.

- HOMO-LUMO gap: 8.3 eV
- LUMO energy: -0.2 eV
- E_HOMO: -8.4691 eV

natural (NBO) atomic charge list, values in e, 6 entries: C -0.40; N -0.43; C -0.20; H 0.23; C -0.42; C 0.14

[2]
C2H3ClF2 | ωB97M-V/def2-TZVPD

Structure (XYZ):
```
8
Properties=species:S:1:pos:R:3:forces:R:3
F -1.500 -1.075 0.060 0.54 0.99 0.01
C -0.741 0.042 -0.285 -0.20 0.52 0.82
C 0.612 0.084 0.377 0.30 -0.89 -0.22
F 1.283 1.166 -0.128 -0.30 -0.04 0.25
Cl 1.527 -1.392 -0.103 -0.18 0.39 0.39
H -0.499 0.028 -1.306 -0.18 -0.26 -1.67
H -1.235 1.008 -0.068 -0.27 -0.70 0.16
H 0.554 0.139 1.454 0.30 -0.02 0.27
```
Forces are in eV/Å.

- HOMO-LUMO gap: 12.4 eV
- LUMO energy: 1.0 eV
- Structure (SMILES): FC[C@H](F)Cl
- E_HOMO: -11.3800 eV

natural (NBO) atomic charge list, values in e, 6 entries: F -0.34; C 0.01; C 0.19; F -0.33; Cl -0.06; H 0.18

[3]
C6H9NO | ωB97M-V/def2-TZVPD

Structure (XYZ):
```
17
Properties=species:S:1:pos:R:3:forces:R:3
C -1.734 -0.099 -0.242 -0.79 -0.42 0.52
C 0.308 1.047 0.465 -0.80 2.10 -0.92
C 1.458 0.656 -0.518 -1.14 -0.67 -0.51
C 1.206 -0.798 -0.098 1.82 1.25 1.06
C -0.765 -1.159 0.303 -0.25 1.89 -0.24
C 0.316 -0.325 1.073 0.32 -2.70 0.67
H -1.958 -0.280 -1.273 -0.37 -0.73 -0.60
H -2.696 -0.094 0.310 0.46 0.17 -0.02
H 0.529 1.980 1.025 -0.30 -0.80 0.13
H 2.453 1.020 -0.325 0.24 0.20 0.39
H 1.219 0.764 -1.570 0.04 0.42 -0.28
H 2.092 -1.388 0.020 0.41 -0.75 0.07
H -1.166 -2.051 0.818 0.13 0.33 -0.58
H 0.544 -0.669 2.101 -0.24 0.93 -0.46
H -0.925 1.620 -1.099 -0.13 -0.11 -0.39
N -1.046 1.172 -0.211 1.46 0.51 1.64
O 0.165 -1.395 -0.778 -0.87 -1.61 -0.49
```
Forces are in eV/Å.

- HOMO-LUMO gap: 9.7 eV
- LUMO energy: 1.1 eV
- E_HOMO: -8.5629 eV

natural (NBO) atomic charge list, values in e, 6 entries: C -0.25; C -0.05; C -0.45; C 0.12; C 0.10; C -0.30

[4]
C6H10O | ωB97M-V/def2-TZVPD

Structure (XYZ):
```
17
Properties=species:S:1:pos:R:3:forces:R:3
C -0.443 -1.846 -0.920 -0.02 -0.04 0.03
C -0.184 -0.412 -1.362 -0.01 -0.01 -0.02
C 0.212 0.538 -0.249 0.00 -0.04 0.12
C 0.615 1.925 -0.695 0.04 0.06 0.01
C 0.218 0.186 1.016 -0.02 0.00 0.07
C 0.279 -0.168 2.275 0.32 -0.06 -0.28
O -0.663 0.055 3.245 -0.37 0.17 -0.16
H -0.743 -2.467 -1.770 0.03 0.09 0.11
H -1.233 -1.893 -0.164 0.08 0.01 -0.11
H 0.458 -2.284 -0.478 -0.13 0.07 -0.05
H -1.059 -0.006 -1.891 0.11 -0.03 0.11
H 0.633 -0.396 -2.098 -0.12 0.01 0.08
H 0.940 2.540 0.147 -0.04 -0.10 -0.12
H 1.423 1.879 -1.435 -0.11 -0.01 0.11
H -0.237 2.422 -1.179 0.13 -0.08 0.06
H 1.127 -0.711 2.682 -0.02 0.17 -0.06
H -1.343 0.639 2.876 0.12 -0.20 0.11
```
Forces are in eV/Å.

- HOMO-LUMO gap: 9.5 eV
- LUMO energy: 0.8 eV
- Structure (SMILES): CCC(C)=C=CO
- E_HOMO: -8.6570 eV

natural (NBO) atomic charge list, values in e, 6 entries: C -0.60; C -0.43; C 0.01; C -0.63; C -0.11; C 0.08

[5]
C6H10 | ωB97M-V/def2-TZVPD

Structure (XYZ):
```
16
Properties=species:S:1:pos:R:3:forces:R:3
C -1.066 -0.646 1.242 -0.11 -0.10 0.15
C -0.276 0.677 1.115 0.08 0.14 0.09
C 0.145 0.196 -0.272 0.06 0.02 -0.04
C -1.053 -0.752 -0.303 -0.05 -0.10 -0.14
C 1.533 -0.235 -0.626 0.14 -0.15 0.07
C 0.874 0.909 -1.359 -0.07 0.16 -0.12
H -2.034 -0.625 1.750 0.14 0.02 -0.09
H -0.442 -1.426 1.688 -0.12 0.10 -0.05
H -0.954 1.537 1.046 0.11 -0.11 0.01
H 0.506 0.894 1.850 -0.10 -0.07 -0.11
H -1.940 -0.281 -0.744 0.13 -0.05 0.05
H -0.910 -1.741 -0.752 -0.01 0.15 0.07
H 2.342 -0.007 0.064 -0.14 0.00 -0.11
H 1.646 -1.177 -1.157 -0.02 0.17 0.08
H 0.567 0.751 -2.390 0.03 -0.01 0.17
H 1.236 1.913 -1.148 -0.08 -0.16 -0.03
```
Forces are in eV/Å.

- HOMO-LUMO gap: 11.1 eV
- LUMO energy: 1.2 eV
- Structure (SMILES): C1CC2(C1)CC2
- E_HOMO: -9.8569 eV

natural (NBO) atomic charge list, values in e, 6 entries: C -0.39; C -0.39; C -0.06; C -0.39; C -0.41; C -0.42

[6]
C10H16 | ωB97M-V/def2-TZVPD

Structure (XYZ):
```
26
Properties=species:S:1:pos:R:3:forces:R:3
C -0.159 3.006 -0.453 -2.71 0.99 1.93
C 0.625 1.861 -0.083 4.03 -3.55 0.03
C 1.469 1.153 -1.136 -1.99 1.19 2.94
C 2.176 0.061 -0.711 0.88 -0.12 0.26
C 2.275 -0.340 0.663 1.90 -0.23 -0.58
C 1.576 0.308 1.627 -0.28 0.76 1.41
C 0.805 1.421 1.273 0.53 -1.31 -4.78
H -0.625 3.487 0.548 1.00 -0.65 -2.63
H -0.959 2.700 -1.141 -0.23 0.07 0.45
H 0.423 3.648 -1.060 0.64 1.29 -0.17
H 1.597 1.506 -2.167 -0.53 -0.10 0.47
H 2.754 -0.406 -1.506 0.24 -0.31 0.51
H 3.154 -0.908 1.072 -1.20 -0.27 -1.10
H 1.691 0.032 2.724 -0.11 0.41 -1.58
H 0.262 1.918 1.946 -1.96 1.89 2.82
C -1.188 -2.815 -0.719 -1.90 -1.64 -2.09
C -0.908 -1.533 0.023 -0.25 0.54 -1.14
C -2.261 -0.800 0.287 -0.58 -0.39 -0.45
H -0.223 -3.349 -1.163 -2.25 0.94 1.00
H -1.973 -2.553 -1.575 2.01 -0.64 1.13
H -1.900 -3.530 -0.093 2.00 1.13 -0.95
H -0.416 -1.842 0.915 0.13 0.21 1.20
H -0.115 -0.924 -0.499 -1.26 -0.41 0.33
H -2.270 -0.432 1.301 0.30 1.52 0.00
H -2.743 -0.155 -0.549 1.45 -0.60 1.54
H -3.069 -1.514 0.477 0.15 -0.74 -0.56
```
Forces are in eV/Å.

- HOMO-LUMO gap: 9.6 eV
- LUMO energy: 1.0 eV
- Structure (SMILES): Cc1ccccc1.CCC
- E_HOMO: -8.6722 eV

natural (NBO) atomic charge list, values in e, 6 entries: C -0.64; C 0.02; C -0.22; C -0.22; C -0.25; C -0.19

[7]
C4H10N2 | ωB97M-V/def2-TZVPD

Structure (XYZ):
```
16
Properties=species:S:1:pos:R:3:forces:R:3
N -2.582 0.302 -0.724 -1.09 -2.25 1.75
C -1.229 0.448 -0.503 -1.52 0.56 3.23
C -0.695 0.588 0.758 1.01 0.36 -3.73
C 0.795 0.596 0.794 0.64 -0.06 -0.61
C 1.309 -0.869 0.491 1.20 -0.31 2.38
N 2.279 -1.002 -0.592 -0.71 0.56 -3.31
H -3.324 -0.136 -0.166 1.32 0.44 0.19
H -2.946 0.887 -1.372 -1.33 1.83 -2.51
H -0.823 0.536 -1.500 1.51 0.01 0.39
H -1.148 0.803 1.695 -1.23 -0.36 0.21
H 1.112 0.960 1.794 0.20 -0.32 -0.68
H 1.213 1.320 0.000 -0.47 -1.08 1.12
H 0.467 -1.632 0.400 1.10 1.25 -0.18
H 1.884 -1.184 1.454 -0.91 0.26 -1.48
H 1.787 -1.108 -1.564 0.87 0.05 2.44
H 2.816 -0.122 -0.774 -0.59 -0.96 0.78
```
Forces are in eV/Å.

- HOMO-LUMO gap: 8.9 eV
- LUMO energy: 1.2 eV
- Structure (SMILES): N/C=C/CCN
- E_HOMO: -7.7380 eV

natural (NBO) atomic charge list, values in e, 6 entries: N -0.84; C 0.00; C -0.29; C -0.45; C -0.22; N -0.84

[8]
C30H30GeN6O2PdS2 | ωB97M-V/def2-TZVPD

Structure (XYZ):
```
72
Properties=species:S:1:pos:R:3:forces:R:3
Pd 0.271 0.829 0.365 0.10 -0.23 -0.51
O -2.729 0.207 3.464 -0.54 -0.32 -0.45
N -1.852 0.936 4.046 -0.09 -0.57 -0.03
C -2.277 1.875 4.887 -0.81 1.58 1.20
C -1.466 2.748 5.603 -0.80 -0.29 -0.87
C -0.086 2.600 5.438 -1.76 -0.37 -0.05
C 0.328 1.596 4.609 0.43 -0.15 -0.63
C -0.523 0.772 3.825 1.17 0.87 0.42
S 0.059 -0.309 2.651 0.41 -0.11 -0.37
H -3.364 1.942 4.921 0.30 -0.07 0.00
H -1.978 3.578 6.102 0.49 -0.43 0.09
H 0.538 3.288 5.924 1.17 0.57 0.49
H 1.378 1.471 4.429 0.29 -0.16 -0.11
C 1.992 -1.321 -2.678 0.95 -0.99 0.44
Ge 0.486 -1.056 -1.313 0.07 -0.34 -0.40
C -1.029 -0.863 -2.647 -1.14 0.32 -1.13
C -1.186 0.298 -3.442 1.62 0.49 1.45
C -2.277 0.575 -4.199 -1.54 -0.94 -0.47
C -3.311 -0.331 -4.387 0.90 -1.67 0.46
C -3.136 -1.590 -3.787 0.02 -0.30 -0.37
C -2.056 -1.788 -2.917 0.27 -0.62 0.47
C 0.173 -3.024 -0.892 -1.12 -1.16 1.16
C 0.842 -4.088 -1.437 -0.04 0.05 -0.11
C 0.605 -5.442 -1.047 -0.06 0.27 0.07
C -0.336 -5.825 -0.154 -0.90 1.33 0.69
C -1.099 -4.794 0.510 -0.69 -0.24 -0.44
C -2.142 -5.072 1.481 0.67 2.21 0.61
C -2.699 -3.989 2.203 0.62 -0.96 -1.15
C -2.358 -2.666 1.885 -0.07 -0.46 0.13
C -1.480 -2.429 0.883 0.76 1.11 -1.69
C -0.830 -3.430 0.123 0.33 0.01 0.63
H 1.657 -1.875 -3.553 -0.51 0.30 -0.32
H 2.772 -2.076 -2.314 -0.59 1.36 0.06
H 2.475 -0.383 -3.009 -0.11 -0.46 0.23
H -0.435 1.088 -3.389 0.02 -0.26 0.01
H -2.434 1.453 -4.744 0.48 1.65 -0.53
H -4.068 -0.098 -5.107 -0.55 -0.07 -0.10
H -3.700 -2.522 -4.044 -0.01 1.23 0.31
H -2.007 -2.773 -2.448 0.07 0.16 0.01
H 1.554 -3.900 -2.229 0.25 -0.13 0.01
H 1.194 -6.244 -1.413 0.71 -0.44 -0.84
H -0.523 -6.863 0.062 0.06 -0.25 0.14
H -2.401 -6.065 1.814 0.16 -0.34 -0.29
H -3.388 -4.144 3.017 -0.20 -0.31 0.10
H -2.701 -1.814 2.435 -0.31 0.21 0.39
H -1.199 -1.383 0.611 -0.49 -0.98 0.48
C -2.595 1.940 0.362 -0.68 -0.38 0.40
S -1.641 3.324 1.008 -0.37 -0.64 -0.92
O -2.304 4.446 0.259 0.06 0.59 0.33
C -0.094 2.930 0.230 -0.31 0.12 -1.03
C 0.074 2.371 -1.112 0.20 0.56 0.49
C 1.346 2.699 -1.806 -0.74 -0.04 0.31
C 2.336 3.452 -1.254 0.61 -0.68 1.69
C 2.148 3.874 0.149 -0.01 0.24 -3.18
C 0.926 3.774 0.693 0.93 -0.09 2.40
H -2.856 2.270 -0.655 0.11 -0.35 0.27
H -3.501 1.873 0.984 0.22 0.12 -0.28
H -2.101 0.958 0.414 -0.04 0.39 -0.10
H -0.860 2.261 -1.693 0.84 -0.34 0.13
H 1.521 2.250 -2.766 -0.15 -0.04 -0.55
H 3.363 3.566 -1.700 -1.35 -0.09 0.19
H 2.937 4.418 0.579 0.76 0.70 0.80
H 0.800 4.217 1.688 -0.14 -0.07 -0.20
N 3.535 0.601 -0.082 -0.08 -0.15 -0.43
N 4.669 1.245 -0.566 0.76 0.03 0.52
N 5.556 1.770 0.279 0.20 0.45 -0.70
C 6.562 2.115 -0.534 -1.18 -0.41 -0.26
N 6.302 1.722 -1.823 -0.16 0.55 0.68
N 5.094 1.197 -1.816 0.57 0.11 0.48
H 3.444 -0.265 -0.626 -0.29 0.51 0.25
H 2.662 1.172 -0.165 0.80 -0.38 -0.09
H 7.421 2.718 -0.191 -0.58 -0.77 -0.41
```
Forces are in eV/Å.

- Net charge: -2
- HOMO-LUMO gap: 6.0 eV
- LUMO energy: 4.7 eV
- E_HOMO: -1.2913 eV

Mulliken atomic charge list, values in e, 6 entries: Pd 0.15; O -0.74; N 0.46; C -0.20; C -0.62; C -0.30